# 1
{
  "formula": "C3H13NO3",
  "method": "ωB97M-V/def2-TZVPD",
  "symbols": ["C", "C", "C", "N", "H", "H", "H", "H", "H", "H", "H", "H", "H", "O", "H", "H", "O", "H", "H", "O"],
  "xyz": [[1.760, 1.374, 1.635], [0.817, 0.205, 1.386], [0.447, -0.184, 0.182], [-0.790, -0.850, -0.186], [1.279, 2.258, 2.159], [2.583, 1.030, 2.223], [2.354, 1.817, 0.804], [0.423, -0.166, 2.413], [1.249, -0.027, -0.560], [-0.506, -1.799, -0.548], [-1.389, -0.831, 0.573], [-1.271, 1.103, -0.893], [-1.305, 2.129, -1.926], [-1.124, 2.052, -1.005], [-3.278, -3.510, 0.236], [-3.194, -2.115, 0.791], [-3.408, -3.001, 1.071], [1.062, 0.275, -3.046], [2.510, 0.444, -2.725], [1.783, -0.203, -2.584]],
  "lumo_ev": [-4.20, -8.15],
  "gap_ev": [10.63, 6.67],
  "homo_energy_ev": [-14.8, -14.8],
  "s_squared": 0.755,
  "charge": 1,
  "spin_multiplicity": 2
}

***

# 2
{
  "formula": "C6H8O2S",
  "method": "ωB97M-V/def2-TZVPD",
  "symbols": ["C", "C", "C", "C", "S", "O", "O", "C", "C", "H", "H", "H", "H", "H", "H", "H", "H"],
  "xyz": [[-0.128, -1.592, -0.774], [-0.400, -0.281, -0.265], [-1.631, 0.229, -0.014], [-1.419, 1.634, 0.553], [-2.552, 1.961, 1.878], [-2.281, 3.155, 2.665], [-3.948, 1.661, 1.498], [0.028, 1.829, 0.779], [0.729, 0.562, 0.330], [0.047, -2.465, 0.015], [0.712, -1.753, -1.425], [-1.003, -2.041, -1.307], [-2.674, -0.106, -0.144], [0.427, 2.876, 0.242], [0.185, 2.124, 1.859], [0.943, 0.011, 1.159], [1.557, 0.679, -0.271]],
  "lumo_ev": [-1.23, -1.20],
  "gap_ev": [7.32, 7.19],
  "homo_energy_ev": [-8.6, -8.4],
  "charge": 0,
  "smiles": "CC1=CC(=S(=O)=O)CC1"
}

***

# 3
{
  "formula": "C5H5Cl2InLaNO4",
  "method": "ωB97M-V/def2-TZVPD",
  "symbols": ["La", "In", "Cl", "Cl", "C", "C", "C", "O", "O", "O", "C", "C", "N", "O", "H", "H", "H", "H", "H"],
  "xyz": [[-1.578, -0.218, -2.578], [-0.436, -0.520, -0.012], [-0.124, 1.400, -1.529], [-0.265, -2.226, -2.049], [-0.601, -2.250, 1.139], [-3.046, 1.391, -3.078], [-3.194, -1.455, -3.515], [-0.721, -3.204, 1.810], [-3.744, 2.330, -3.308], [-3.979, -2.207, -4.005], [1.112, 0.654, 2.620], [1.953, 0.659, 1.506], [3.181, 1.085, 1.325], [1.506, 0.068, 0.229], [1.677, 1.107, 3.423], [0.820, -0.364, 2.934], [0.183, 1.247, 2.471], [3.690, 1.039, 0.485], [3.566, 1.465, 2.131]],
  "lumo_ev": -19.24,
  "gap_ev": 6.07,
  "homo_energy_ev": -25.3,
  "charge": 4
}

***

| no. | calculated total energy (Ha) |
| --- | --- |
| 1 | -402.200583 |
| 2 | -781.958443 |
| 3 | -1689.367900 |